No. 1
Below is 2 unconnected molecules or ions with the total composition C3H11N2O at a distorted geometry, with properties calculated with ωB97M-V/def2-TZVPD.

HOMO level   -13.79 eV
Electronic energy   -305.41586 Eh
Frontier orbital gap   10.3836 eV
ΔE to the lowest compared entry with this formula, charge and spin   96.8 kJ/mol
LUMO   -3.40 eV
Total charge   +1

The geometry in XYZ format:
```
17
C3H11N2O ωB97M-V/def2-TZVPD
C -1.49 1.27 1.44
C -0.48 0.13 1.54
O 0.10 -0.25 0.52
N 0.04 -0.23 2.74
H -2.51 0.86 1.35
H -1.24 1.80 0.54
H 0.84 -0.84 2.75
H -0.36 -0.01 3.64
H -1.65 1.84 2.34
C 0.77 -1.22 -1.91
N 1.02 0.20 -2.39
H 0.47 0.67 -1.62
H 2.03 0.38 -2.31
H 0.62 0.27 -3.33
H 0.83 -1.96 -2.70
H -0.30 -1.29 -1.56
H 1.30 -1.60 -1.05
```



No. 2
Below is 6 unconnected molecules or ions with the total composition C16H30FNO11S at a distorted geometry, with properties calculated with ωB97M-V/def2-TZVPD.

HOMO level   -10.23 eV
Electronic energy   -2007.77637 Eh
Frontier orbital gap   8.7424 eV
ΔE to the lowest compared entry with this formula, charge and spin   317.5 kJ/mol
LUMO   -1.49 eV

The geometry in XYZ format:
```
60
C16H30FNO11S ωB97M-V/def2-TZVPD
N 2.29 -2.55 -2.33
H 2.46 -2.29 -1.25
H 2.35 -3.53 -2.43
H 2.79 -1.73 -2.78
H 1.62 -2.11 -2.42
F 0.91 -0.58 -0.66
C 0.71 2.87 -0.20
C 0.51 3.96 0.94
C -0.06 3.34 2.28
O 0.94 3.44 3.16
C 2.01 4.01 2.64
O 2.99 4.22 3.19
O 1.76 4.41 1.37
H 1.39 2.19 0.22
H 1.13 3.36 -1.19
H -0.29 2.16 -0.30
H -0.18 4.82 0.46
H -0.61 2.33 2.36
H -1.12 3.84 2.67
C 4.64 -0.44 0.36
C 3.74 0.05 1.39
C 2.72 -0.94 1.91
O 3.17 -1.03 3.26
C 4.12 -0.30 3.59
O 4.77 -0.37 4.60
O 4.49 0.39 2.47
H 5.39 -0.82 0.94
H 5.08 0.26 -0.26
H 4.21 -1.41 -0.08
H 3.33 1.01 1.09
H 2.73 -2.08 1.44
H 1.78 -0.72 1.82
C -3.25 0.04 0.96
C -2.71 -1.40 1.11
C -1.36 -1.50 1.84
O -1.59 -2.21 3.04
C -2.86 -2.53 3.10
O -3.30 -3.25 3.97
O -3.47 -2.04 2.11
H -3.32 0.52 1.77
H -4.28 -0.05 0.62
H -2.60 0.56 0.24
H -2.60 -1.86 0.09
H -0.85 -0.56 2.21
H -0.58 -2.03 1.27
C -1.61 0.08 -2.78
C -1.43 -1.21 -3.50
C -2.82 -1.78 -3.91
S -4.06 -0.72 -3.41
O -4.51 -1.08 -2.06
O -5.07 -0.50 -4.44
C -2.92 0.66 -3.25
H -0.72 0.67 -2.81
H -1.66 -0.23 -1.70
H -0.95 -1.86 -3.04
H -0.76 -1.10 -4.49
H -3.14 -2.66 -3.47
H -3.05 -1.96 -4.95
H -3.39 1.26 -2.50
H -2.92 0.97 -4.27
```



No. 3
Below is 2 unconnected molecules or ions with the total composition C6H9NOS2 at a distorted geometry, with properties calculated with ωB97M-V/def2-TZVPD.

HOMO level (spin up / spin down)   -7.54 / -8.03 eV
Electronic energy   -1160.21616 Eh
Frontier orbital gap (spin up / spin down)   6.5988 / 7.6592 eV
ΔE to the lowest compared entry with this formula, charge and spin   405.0 kJ/mol
LUMO (spin up / spin down)   -0.94 / -0.37 eV

The geometry in XYZ format:
```
19
C6H9NOS2 ωB97M-V/def2-TZVPD
C 1.83 0.35 0.26
C 2.68 -0.74 0.55
C 1.14 -0.01 -0.90
C -1.28 0.96 1.24
C 0.09 0.52 -1.64
C -1.66 -0.13 0.27
N 2.50 -1.69 -0.36
O 1.65 -1.21 -1.28
S -3.18 0.06 -0.61
S -1.32 -1.78 0.64
H 1.66 1.23 0.80
H 3.34 -0.84 1.31
H -0.43 0.66 1.92
H -1.29 1.92 0.73
H -2.14 1.14 2.02
H -0.17 1.57 -1.57
H -0.58 0.01 -2.40
H -2.76 -0.34 -1.84
H -0.06 -1.68 0.82
```



No. 4
Below is a molecular structure, C37H33MnN4P2S5Se at a distorted geometry, with properties calculated with ωB97M-V/def2-TZVPD.

<S²>   8.76
HOMO level (spin up / spin down)   -9.61 / -9.68 eV
Electronic energy   -7874.75401 Eh
Frontier orbital gap (spin up / spin down)   7.4093 / 6.7408 eV
2S+1   6
ΔE to the lowest compared entry with this formula, charge and spin   26.7 kJ/mol
LUMO (spin up / spin down)   -2.20 / -2.94 eV
Total charge   +1

The geometry in XYZ format:
```
83
C37H33MnN4P2S5Se ωB97M-V/def2-TZVPD
Mn 0.42 0.67 -0.09
N -2.07 0.50 1.68
P -1.77 1.84 0.71
C -1.40 3.23 1.82
C -2.18 3.48 2.95
C -1.89 4.56 3.78
C -0.83 5.41 3.46
C -0.07 5.18 2.33
C -0.35 4.09 1.52
C -3.40 2.27 0.07
C -4.39 1.30 -0.07
C -5.60 1.62 -0.67
C -5.83 2.90 -1.14
C -4.84 3.87 -1.03
C -3.63 3.56 -0.43
P -0.96 -0.78 1.54
C -2.04 -2.20 1.67
C -2.81 -2.40 2.83
C -3.73 -3.43 2.87
C -3.88 -4.28 1.77
C -3.10 -4.10 0.64
C -2.18 -3.06 0.59
C 0.00 -0.73 3.08
C -0.22 0.24 4.05
C 0.58 0.28 5.19
C 1.59 -0.66 5.37
C 1.81 -1.64 4.40
C 1.02 -1.67 3.26
H -2.89 0.40 2.26
H -3.02 2.84 3.19
H -2.48 4.74 4.67
H -0.62 6.27 4.09
H 0.74 5.85 2.08
H 0.25 3.91 0.63
H -4.21 0.28 0.27
H -6.36 0.86 -0.78
H -6.77 3.15 -1.61
H -5.01 4.87 -1.41
H -2.86 4.32 -0.34
H -2.69 -1.75 3.69
H -4.33 -3.59 3.76
H -4.60 -5.09 1.81
H -3.21 -4.76 -0.21
H -1.56 -2.93 -0.30
H -1.00 0.98 3.91
H 0.40 1.03 5.95
H 2.21 -0.63 6.26
H 2.59 -2.37 4.54
H 1.21 -2.43 2.51
C 1.62 -0.60 -5.29
S 1.29 -1.89 -4.07
C -0.27 -1.39 -3.45
C -0.59 -0.24 -2.85
S 0.45 1.13 -2.46
S -2.28 -0.05 -2.49
C -2.85 -1.61 -2.98
S -4.40 -2.11 -2.82
S -1.58 -2.54 -3.67
H 2.58 -0.86 -5.74
H 1.69 0.38 -4.81
H 0.85 -0.59 -6.06
C 4.16 -3.71 -1.62
N 4.17 -2.30 -2.02
C 3.44 -1.31 -1.47
Se 2.22 -1.56 -0.09
N 3.76 -0.19 -2.13
C 4.69 -0.45 -3.14
C 5.30 0.36 -4.09
C 6.21 -0.26 -4.94
C 6.49 -1.63 -4.84
C 5.86 -2.43 -3.90
C 4.96 -1.80 -3.06
H 3.45 -3.83 -0.81
H 5.15 -4.01 -1.29
H 3.84 -4.32 -2.46
H 3.27 0.68 -1.98
H 5.08 1.41 -4.16
H 6.72 0.33 -5.69
H 7.21 -2.07 -5.51
H 6.07 -3.49 -3.82
N 2.51 1.69 2.23
C 1.86 1.47 1.31
H 3.08 1.78 3.04
```



No. 5
Below is a molecular structure, C29H17BF5N8OS4SeTl at a distorted geometry, with properties calculated with ωB97M-V/def2-TZVPD.

<S²>   0.77
HOMO level (spin up / spin down)   -4.91 / -4.91 eV
Electronic energy   -6319.36096 Eh
Frontier orbital gap (spin up / spin down)   4.4886 / 3.8559 eV
2S+1   2
ΔE to the lowest compared entry with this formula, charge and spin   0.0 kJ/mol
LUMO (spin up / spin down)   -0.43 / -1.06 eV
Total charge   -1

The geometry in XYZ format:
```
67
C29H17BF5N8OS4SeTl ωB97M-V/def2-TZVPD
Tl -17.25 0.38 -11.60
C -21.52 -1.83 -11.24
C -20.26 -1.64 -10.66
N -20.06 -0.34 -10.39
N -21.19 0.32 -10.77
C -22.08 -0.56 -11.35
B -21.15 1.81 -10.83
N -20.27 2.36 -9.70
C -20.19 1.75 -8.41
C -18.99 2.19 -7.86
C -18.48 3.09 -8.82
N -19.28 3.21 -9.86
N -20.61 2.22 -12.25
C -20.95 3.19 -13.13
C -20.17 3.04 -14.27
C -19.33 1.96 -14.03
N -19.61 1.43 -12.81
N -22.63 2.31 -10.67
C -23.46 1.81 -9.71
C -24.62 2.53 -9.69
C -24.44 3.48 -10.75
N -23.20 3.34 -11.28
H -21.94 -2.77 -11.50
H -19.52 -2.36 -10.33
H -22.98 -0.22 -11.86
H -20.87 1.01 -8.02
H -18.69 2.01 -6.81
H -17.58 3.61 -8.75
H -21.78 3.83 -12.89
H -20.24 3.54 -15.25
H -18.50 1.57 -14.56
H -23.11 1.04 -8.98
H -25.53 2.17 -9.22
H -25.07 4.26 -11.12
O -10.43 2.15 -8.71
C -11.58 1.99 -9.01
S -12.35 2.56 -10.52
C -14.03 2.11 -10.19
C -14.21 1.22 -9.11
S -15.48 0.11 -8.87
S -12.89 1.20 -7.99
S -15.24 2.74 -11.20
C -16.84 -0.14 -13.72
C -16.28 -0.27 -14.84
C -15.75 -0.80 -16.08
C -16.55 -1.05 -17.21
C -15.94 -1.65 -18.35
C -14.58 -1.85 -18.44
C -13.82 -1.45 -17.32
C -14.35 -0.95 -16.18
H -17.59 -0.79 -17.14
H -16.62 -2.00 -19.11
H -14.02 -2.26 -19.33
H -12.75 -1.57 -17.29
H -13.71 -0.58 -15.41
F -16.56 -9.23 -9.45
C -16.31 -8.07 -10.16
C -15.36 -7.13 -9.72
F -14.70 -7.34 -8.57
C -15.11 -6.03 -10.54
F -14.23 -5.11 -10.10
C -15.70 -5.83 -11.80
Se -15.60 -4.27 -12.76
C -16.49 -6.90 -12.23
F -17.10 -6.87 -13.43
C -16.81 -7.99 -11.45
F -17.61 -9.00 -11.92
```



No. 6
Below is 6 unconnected molecules or ions with the total composition C28H49ClN2O17, with properties calculated with ωB97M-V/def2-TZVPD.

Structure (SMILES)   C[C@H](Cl)CN[C@H](O)COCCCN.C[C@@H]1COC(=O)O1.C[C@@H]1COC(=O)O1.C[C@@H]1COC(=O)O1.C[C@@H]1COC(=O)O1.C[C@@H]1COC(=O)O1
HOMO level   -8.40 eV
Electronic energy   -2945.14834 Eh
Frontier orbital gap   8.7253 eV
LUMO   0.32 eV

The geometry in XYZ format:
```
97
C28H49ClN2O17 ωB97M-V/def2-TZVPD
C 3.80 -2.54 3.32
C 3.25 -2.20 1.93
Cl 3.78 -3.43 0.70
C 3.69 -0.81 1.45
N 2.81 -0.22 0.45
C 2.02 0.90 0.86
O 2.88 2.05 0.83
C 1.31 0.82 2.23
O -0.09 1.00 2.04
C -0.89 0.28 2.97
C -1.03 -1.21 2.67
C -1.47 -1.52 1.23
N -0.70 -2.63 0.66
H 4.21 -3.55 3.34
H 3.00 -2.50 4.07
H 4.58 -1.84 3.59
H 2.16 -2.27 1.89
H 3.78 -0.15 2.31
H 4.70 -0.91 1.03
H 2.31 -0.88 -0.11
H 1.23 1.03 0.11
H 2.32 2.83 0.91
H 1.52 -0.11 2.76
H 1.68 1.65 2.86
H -1.88 0.76 2.94
H -0.50 0.42 3.99
H -0.08 -1.72 2.88
H -1.77 -1.60 3.37
H -1.42 -0.61 0.61
H -2.52 -1.84 1.25
H -1.18 -3.00 -0.15
H 0.19 -2.29 0.32
C 7.39 2.43 7.36
C 7.05 1.14 6.65
C 7.07 1.21 5.13
O 6.09 0.23 4.77
C 5.21 0.12 5.80
O 4.18 -0.46 5.73
O 5.68 0.75 6.89
H 8.07 3.04 6.75
H 6.48 3.00 7.54
H 7.87 2.25 8.32
H 7.68 0.32 7.00
H 8.02 0.96 4.69
H 6.73 2.19 4.77
C -0.65 2.87 -3.98
C -0.69 1.37 -3.81
C -1.80 0.86 -2.91
O -1.22 -0.33 -2.36
C 0.11 -0.17 -2.35
O 0.86 -0.85 -1.72
O 0.48 0.89 -3.10
H -1.65 3.30 -3.89
H 0.00 3.32 -3.23
H -0.26 3.15 -4.96
H -0.71 0.86 -4.78
H -2.72 0.63 -3.44
H -2.01 1.54 -2.09
C -6.06 2.86 1.77
C -5.25 2.13 0.72
C -4.10 2.93 0.13
O -4.01 2.38 -1.19
C -5.23 1.90 -1.53
O -5.53 1.57 -2.63
O -6.03 1.86 -0.45
H -5.45 3.58 2.30
H -6.89 3.38 1.30
H -6.47 2.17 2.51
H -4.89 1.17 1.09
H -3.16 2.79 0.65
H -4.33 3.99 0.06
C 3.02 1.88 -7.63
C 1.93 1.20 -8.43
C 1.10 2.11 -9.31
O -0.16 1.44 -9.34
C -0.28 0.71 -8.20
O -1.28 0.21 -7.81
O 0.92 0.65 -7.56
H 3.38 2.77 -8.15
H 2.63 2.19 -6.66
H 3.87 1.23 -7.46
H 2.33 0.37 -9.01
H 1.48 2.21 -10.32
H 0.96 3.09 -8.86
C -4.00 -4.45 1.21
C -5.15 -5.12 0.49
C -5.81 -4.29 -0.60
O -7.16 -4.76 -0.58
C -7.42 -5.23 0.66
O -8.49 -5.50 1.07
O -6.27 -5.34 1.37
H -3.49 -3.75 0.55
H -4.36 -3.92 2.09
H -3.26 -5.18 1.54
H -4.86 -6.10 0.09
H -5.38 -4.43 -1.59
H -5.80 -3.22 -0.35
```



Question: Which of these has the highest electronic energy?
Answer: C3H11N2O



Question: Which value of electronic energy does entry 6 give?
Answer: -2945.14834 Eh



Copy entry 4 word for word.
Below is a molecular structure, C37H33MnN4P2S5Se at a distorted geometry, with properties calculated with ωB97M-V/def2-TZVPD.

<S²>   8.76
HOMO level (spin up / spin down)   -9.61 / -9.68 eV
Electronic energy   -7874.75401 Eh
Frontier orbital gap (spin up / spin down)   7.4093 / 6.7408 eV
2S+1   6
ΔE to the lowest compared entry with this formula, charge and spin   26.7 kJ/mol
LUMO (spin up / spin down)   -2.20 / -2.94 eV
Total charge   +1

The geometry in XYZ format:
```
83
C37H33MnN4P2S5Se ωB97M-V/def2-TZVPD
Mn 0.42 0.67 -0.09
N -2.07 0.50 1.68
P -1.77 1.84 0.71
C -1.40 3.23 1.82
C -2.18 3.48 2.95
C -1.89 4.56 3.78
C -0.83 5.41 3.46
C -0.07 5.18 2.33
C -0.35 4.09 1.52
C -3.40 2.27 0.07
C -4.39 1.30 -0.07
C -5.60 1.62 -0.67
C -5.83 2.90 -1.14
C -4.84 3.87 -1.03
C -3.63 3.56 -0.43
P -0.96 -0.78 1.54
C -2.04 -2.20 1.67
C -2.81 -2.40 2.83
C -3.73 -3.43 2.87
C -3.88 -4.28 1.77
C -3.10 -4.10 0.64
C -2.18 -3.06 0.59
C 0.00 -0.73 3.08
C -0.22 0.24 4.05
C 0.58 0.28 5.19
C 1.59 -0.66 5.37
C 1.81 -1.64 4.40
C 1.02 -1.67 3.26
H -2.89 0.40 2.26
H -3.02 2.84 3.19
H -2.48 4.74 4.67
H -0.62 6.27 4.09
H 0.74 5.85 2.08
H 0.25 3.91 0.63
H -4.21 0.28 0.27
H -6.36 0.86 -0.78
H -6.77 3.15 -1.61
H -5.01 4.87 -1.41
H -2.86 4.32 -0.34
H -2.69 -1.75 3.69
H -4.33 -3.59 3.76
H -4.60 -5.09 1.81
H -3.21 -4.76 -0.21
H -1.56 -2.93 -0.30
H -1.00 0.98 3.91
H 0.40 1.03 5.95
H 2.21 -0.63 6.26
H 2.59 -2.37 4.54
H 1.21 -2.43 2.51
C 1.62 -0.60 -5.29
S 1.29 -1.89 -4.07
C -0.27 -1.39 -3.45
C -0.59 -0.24 -2.85
S 0.45 1.13 -2.46
S -2.28 -0.05 -2.49
C -2.85 -1.61 -2.98
S -4.40 -2.11 -2.82
S -1.58 -2.54 -3.67
H 2.58 -0.86 -5.74
H 1.69 0.38 -4.81
H 0.85 -0.59 -6.06
C 4.16 -3.71 -1.62
N 4.17 -2.30 -2.02
C 3.44 -1.31 -1.47
Se 2.22 -1.56 -0.09
N 3.76 -0.19 -2.13
C 4.69 -0.45 -3.14
C 5.30 0.36 -4.09
C 6.21 -0.26 -4.94
C 6.49 -1.63 -4.84
C 5.86 -2.43 -3.90
C 4.96 -1.80 -3.06
H 3.45 -3.83 -0.81
H 5.15 -4.01 -1.29
H 3.84 -4.32 -2.46
H 3.27 0.68 -1.98
H 5.08 1.41 -4.16
H 6.72 0.33 -5.69
H 7.21 -2.07 -5.51
H 6.07 -3.49 -3.82
N 2.51 1.69 2.23
C 1.86 1.47 1.31
H 3.08 1.78 3.04
```